(P)
DFT (ωB97M-V/def2-TZVPD) results for one molecule with the formula C8H10.

Calculated values
molar mass: 106.2 g mol⁻¹
E_HOMO: -5.96 eV
lowest unoccupied orbital energy: -1.12 eV

Last column: Löwdin charge in e.
Geometry (Å):
C 1.4128 -1.2828 -1.5402  -0.06
C 1.3742 -0.5159 -0.2170  -0.15
C 0.2216 0.3977 0.0785  -0.45
C -1.1263 -0.0477 -0.3620  -0.22
C -1.7646 -0.8207 0.7395  -0.13
C -1.8093 0.5469 0.9755  -0.24
C -0.3865 1.1395 1.4435  -0.03
C 0.3407 1.7815 0.3539  0.15
H 0.4548 -1.8908 -1.6290  0.11
H 1.3931 -0.5541 -2.3614  0.08
H 2.3105 -1.8880 -1.5674  0.07
H 0.7770 -0.8159 0.7262  0.15
H 2.2978 -0.1151 0.2356  0.12
H -1.4559 0.5731 -1.2526  0.15
H -2.5313 -1.5025 0.3887  0.05
H -2.5066 1.3963 0.9420  0.12
H 0.1429 0.8327 2.3188  0.12
H 0.8552 2.7659 0.7274  0.16


(Q)
DFT (ωB97M-V/def2-TZVPD) results for one molecule with the formula C8H10.

Calculated values
molar mass: 106.2 g mol⁻¹
E_HOMO: -8.51 eV
lowest unoccupied orbital energy: 1.18 eV
SMILES string: C1=C[C@@H]2C[C@H]2C=CC1

Last column: Löwdin charge in e.
Geometry (Å):
C -1.8400 0.1449 -0.0282  -0.18
C -1.0129 1.4061 -0.1399  -0.10
C 0.3373 1.6471 0.0277  -0.05
C 1.1491 0.4758 0.5150  -0.28
C 2.3223 -0.2235 -0.0494  -0.06
C 0.9073 -0.6672 -0.4151  -0.26
C -0.0939 -1.7452 -0.0869  -0.05
C -1.3191 -1.2622 0.2344  -0.10
H -2.6034 0.2699 0.7671  0.11
H -2.4615 0.1534 -0.9463  0.12
H -1.6528 2.2491 -0.3558  0.09
H 0.6867 2.6281 -0.0737  0.07
H 1.0252 0.4812 1.6075  0.15
H 2.8676 -0.8419 0.6707  0.10
H 2.9285 0.2919 -0.8139  0.11
H 0.6393 -0.2447 -1.3654  0.13
H 0.1967 -2.8221 -0.1095  0.11
H -2.0763 -1.9407 0.5616  0.08


Bottom line: (Q), by a margin of 0.2828 hartree.


(P)
DFT (ωB97M-V/def2-TZVPD) results for a 2-piece molecular cluster, C4H12N3 overall.

Calculated values
molar mass: 102.2 g mol⁻¹
E_HOMO (alpha / beta): -10.65 / -11.32 eV
lowest unoccupied orbital energy (alpha / beta): -5.93 / -5.25 eV
total charge: +1

Last column: Löwdin charge in e.
Geometry (Å):
C 1.8103 -2.1610 2.8411  -0.04
C -0.8181 2.3158 -1.3107  -0.09
C -2.1107 0.3519 -0.9115  -0.12
C 0.3649 0.0745 -1.3118  -0.09
N 2.1676 -1.5825 1.6994  0.01
N 2.1060 -1.0598 0.7068  0.35
N -0.8233 0.8661 -1.2345  -0.35
H 2.2580 -3.2041 3.1054  0.17
H 0.7051 -2.3963 2.7626  0.15
H 1.9590 -1.5366 3.7582  0.15
H -1.8241 2.6915 -0.9437  0.10
H 0.1234 2.6152 -0.6938  0.11
H -0.6164 2.7317 -2.3961  0.12
H -2.0338 -0.7517 -0.8964  0.09
H -2.5673 0.7554 0.0848  0.11
H -2.9066 0.7372 -1.5941  0.10
H 0.2772 -0.9531 -1.7273  0.10
H 1.2005 0.7634 -1.6770  0.12
H 0.7284 -0.2575 -0.2611  0.03


(Q)
DFT (ωB97M-V/def2-TZVPD) results for a 2-piece molecular cluster, C4H12N3 overall.

Calculated values
molar mass: 102.2 g mol⁻¹
E_HOMO: -13.83 eV
lowest unoccupied orbital energy: -2.96 eV
total charge: +1

Last column: Löwdin charge in e.
Geometry (Å):
N -0.6835 -1.8077 -2.4203  0.12
C -1.3365 -1.9806 -1.2543  -0.30
N -0.7889 -1.8146 -0.0992  0.04
H 0.2092 -1.3577 -2.4006  0.10
H -1.2324 -1.7226 -3.2634  0.11
H -2.3637 -2.3227 -1.3567  0.14
H -1.4551 -2.1090 0.6044  0.08
C -0.0300 1.8767 -0.1028  -0.03
C 0.6622 1.2276 1.0517  -0.36
C 0.8777 1.7027 2.2646  0.11
N 1.1204 -0.1361 0.7335  0.17
H -0.2501 2.9174 0.1094  0.09
H 0.6138 1.8323 -0.9858  0.09
H -0.9486 1.3324 -0.3320  0.09
H 1.3942 1.1409 3.0326  0.08
H 0.5298 2.6920 2.5227  0.09
H 0.3013 -0.7960 0.4443  0.07
H 1.6190 -0.5669 1.5123  0.16
H 1.7612 -0.1081 -0.0603  0.16


(R)
DFT (ωB97M-V/def2-TZVPD) results for a 2-piece molecular cluster, C4H12N3 overall.

Calculated values
molar mass: 102.2 g mol⁻¹
E_HOMO (alpha / beta): -11.83 / -11.84 eV
lowest unoccupied orbital energy (alpha / beta): -5.34 / -5.33 eV
total charge: +1

Last column: Löwdin charge in e.
Geometry (Å):
C 1.5723 0.3264 -0.0475  -0.15
C 2.0173 -1.0282 -0.3313  -0.11
C -1.6426 -1.3241 0.2864  -0.02
C -1.7611 -0.1897 -0.7443  -0.23
N 2.5382 1.2404 0.0651  0.04
N -1.1868 0.9603 -0.3366  0.04
N -1.4460 1.7574 0.5997  0.21
H 2.5038 -1.3354 0.5274  0.07
H 1.1772 -1.6747 -0.3381  0.03
H 2.5986 -1.2104 -1.1942  0.08
H -0.7139 -1.8414 0.4026  0.06
H -1.8396 -0.8596 1.2410  0.07
H -2.5407 -1.9444 0.1525  0.10
H -1.3671 -0.3655 -1.6616  0.09
H -2.7860 0.0596 -0.9466  0.15
H 3.6029 1.1792 -0.0358  0.15
H -0.7595 2.4975 0.7409  0.16
H 2.2486 2.1880 0.3978  0.10
H -2.2158 1.5646 1.2224  0.16


(S)
DFT (ωB97M-V/def2-TZVPD) results for C4H12N3 as an isolated structure.

Calculated values
molar mass: 102.2 g mol⁻¹
E_HOMO: -13.97 eV
lowest unoccupied orbital energy: -2.99 eV
total charge: +1

Last column: Löwdin charge in e.
Geometry (Å):
C 0.0474 0.5730 0.6814  -0.24
C -1.4469 -0.9661 -1.0198  -0.29
C -0.4694 1.8559 0.1590  -0.03
C 2.0522 -0.5020 1.5439  -0.10
N -0.2901 -0.7637 -0.6024  0.11
N -1.8475 -1.4517 -2.1830  0.18
N 1.3829 0.6516 1.1012  -0.07
H -0.6289 0.1274 1.4699  0.16
H -2.1594 -0.6381 -0.2751  0.16
H -1.0613 2.4048 0.8863  0.11
H -1.1787 1.6643 -0.5982  0.06
H 0.4515 2.2967 -0.2071  0.09
H 1.4378 -0.8886 2.2976  0.08
H 2.3102 -1.2223 0.7622  0.10
H 2.9423 -0.1829 1.9868  0.08
H 0.5240 -1.1329 -1.1691  0.16
H -1.2117 -1.6837 -2.9160  0.12
H -2.8408 -1.3916 -2.3276  0.13
H 1.9866 1.2500 0.4101  0.19


Bottom line: (Q), by a margin of 0.0390 hartree.


(P)
DFT (ωB97M-V/def2-TZVPD) results for a 2-piece molecular cluster, C4H12N3 overall.

Calculated values
molar mass: 102.2 g mol⁻¹
E_HOMO: -11.15 eV
lowest unoccupied orbital energy: -3.93 eV
total charge: +1

Last column: Löwdin charge in e.
Geometry (Å):
N -0.7922 -0.2545 -2.1609  0.22
C 0.3253 -0.9279 -2.1997  -0.17
N 0.8352 -1.5283 -3.2454  0.20
H -1.2568 0.0534 -3.0013  0.15
H -1.0505 0.2215 -1.3017  0.12
H 0.9435 -0.9242 -1.3093  0.13
H 1.5955 -2.1833 -3.1272  0.15
H 0.3509 -1.5212 -4.1342  0.15
C 0.7054 -0.3169 1.3782  -0.07
C -0.2339 0.6746 1.9863  -0.48
C -1.5469 0.7782 1.7197  0.01
N 0.3556 1.5841 2.8824  0.08
H 1.4369 -0.6493 2.1139  0.09
H 1.2334 0.1308 0.5302  0.06
H 0.1362 -1.1820 1.0294  0.08
H -2.1021 1.5597 2.2197  0.06
H -2.0186 0.2381 0.9106  0.03
H 1.3118 1.8464 2.7415  0.09
H -0.2286 2.4006 2.9679  0.09


(Q)
DFT (ωB97M-V/def2-TZVPD) results for an isolated ion of composition C4H12N3 and charge +1.

Calculated values
molar mass: 102.2 g mol⁻¹
E_HOMO: -13.26 eV
lowest unoccupied orbital energy: -3.28 eV
SMILES string: C[C@@H](N)CNC=[NH2+]
total charge: +1

Last column: Löwdin charge in e.
Geometry (Å):
C -0.0354 0.9966 -0.3252  -0.06
C -0.9292 -0.1429 0.3433  -0.46
C 2.0771 -0.1288 0.2352  -0.16
C -2.3740 0.2602 0.2425  -0.07
N 1.5076 0.7975 -0.4651  0.11
N 3.3564 -0.4156 0.2367  0.17
N -0.6491 -1.4315 -0.2616  0.04
H -0.5634 1.1392 -1.2271  0.10
H -0.0615 2.0014 0.2256  0.15
H -0.6049 -0.2682 1.3649  0.13
H 1.4252 -0.8721 0.6490  0.13
H -3.1513 -0.3388 0.7810  0.11
H -2.5710 0.3298 -0.8401  0.08
H -2.4669 1.3529 0.5467  0.10
H 1.8185 1.3238 -1.2344  0.15
H 4.1201 -0.0146 -0.3895  0.18
H 3.8242 -1.0325 0.8803  0.13
H -0.8145 -2.2432 0.3175  0.09
H -1.0819 -1.5398 -1.1492  0.08


Bottom line: (P), by a margin of 0.0046 hartree.


(P)
DFT (ωB97M-V/def2-TZVPD) results for a 2-piece molecular cluster, C4H12N3 overall.

Calculated values
molar mass: 102.2 g mol⁻¹
E_HOMO: -13.76 eV
lowest unoccupied orbital energy: -4.24 eV
total charge: +1

Last column: Löwdin charge in e.
Geometry (Å):
C 1.6328 0.4953 -2.2437  -0.08
C 0.8874 0.4559 -0.9166  -0.19
C -1.3789 -0.5832 -0.5603  0.10
N -0.1832 -0.5939 -0.9903  0.03
H 2.0802 -0.4883 -2.5063  0.09
H 1.0652 0.8731 -3.1148  0.09
H 2.4981 1.1819 -2.1666  0.09
H 1.5413 0.0813 -0.1271  0.13
H 0.4310 1.4125 -0.6194  0.12
H -1.9201 -1.4995 -0.4289  0.11
H -1.9237 0.3538 -0.5092  0.11
H 0.2144 -1.5342 -1.2051  0.19
N -0.9100 0.9385 1.6483  0.05
C -0.4622 -0.2330 2.3269  -0.30
N -0.9901 -1.4112 2.1131  0.07
H -1.9185 0.9935 1.6148  0.10
H -0.5330 1.7840 1.9875  0.08
H 0.3900 -0.0963 3.0054  0.12
H -0.5207 -2.1300 2.6923  0.07


(Q)
DFT (ωB97M-V/def2-TZVPD) results for a 2-piece molecular cluster, C4H12N3 overall.

Calculated values
molar mass: 102.2 g mol⁻¹
E_HOMO (alpha / beta): -13.74 / -14.21 eV
lowest unoccupied orbital energy (alpha / beta): -6.71 / -5.90 eV
total charge: +1

Last column: Löwdin charge in e.
Geometry (Å):
C -1.4371 -1.0817 2.5628  -0.02
C 0.6891 1.8527 -0.9309  -0.08
C 0.5479 0.4743 -1.4704  -0.23
C 0.6153 -0.5905 -0.3973  -0.32
N -1.4762 -0.3367 1.2870  -0.06
N -2.1224 -1.4080 1.2929  0.17
N 0.3254 -1.8826 -0.6905  0.13
H -0.6048 -1.6088 2.9120  0.10
H -2.0562 -0.7676 3.3406  0.10
H 0.6867 2.4761 -1.7316  0.05
H -0.2318 2.1180 -0.3444  0.09
H 1.4346 1.8922 -0.1882  0.07
H 1.1756 0.1136 -2.2992  0.13
H -0.5703 0.2821 -1.8349  0.16
H 1.6368 -0.6291 -0.0939  0.13
H -0.1082 -0.2097 0.5068  0.12
H -1.7967 0.7019 1.2100  0.23
H -0.6603 -2.0469 -0.9554  0.13
H 0.7749 -2.6215 -0.2502  0.09


Bottom line: (P), by a margin of 0.1872 hartree.